{
  "formula": "C38H111N15O17",
  "method": "ωB97M-V/def2-TZVPD",
  "total_charge": 0,
  "gap_ev": 9.12,
  "homo_ev": -9.301,
  "elements": ["C", "C", "C", "O", "C", "N", "H", "H", "H", "H", "H", "H", "H", "H", "H", "H", "H", "C", "C", "C", "O", "C", "N", "H", "H", "H", "H", "H", "H", "H", "H", "H", "H", "H", "C", "C", "C", "O", "C", "N", "H", "H", "H", "H", "H", "H", "H", "H", "H", "H", "H", "C", "C", "C", "O", "C", "N", "H", "H", "H", "H", "H", "H", "H", "H", "H", "H", "H", "C", "C", "C", "O", "C", "N", "H", "H", "H", "H", "H", "H", "H", "H", "H", "H", "H", "C", "C", "C", "O", "C", "N", "H", "H", "H", "H", "H", "H", "H", "H", "H", "H", "H", "C", "C", "C", "O", "C", "N", "H", "H", "H", "H", "H", "H", "H", "H", "H", "H", "H", "C", "C", "O", "O", "H", "H", "H", "H", "H", "H", "C", "C", "O", "O", "H", "H", "H", "H", "H", "H", "C", "C", "O", "O", "H", "H", "H", "H", "H", "H", "C", "O", "N", "N", "H", "H", "H", "H", "C", "O", "N", "N", "H", "H", "H", "H", "C", "O", "N", "N", "H", "H", "H", "H", "C", "O", "N", "N", "H", "H", "H", "H"],
  "coordinates": [[-29.260343, 14.346725, -11.184955], [-29.740731, 15.761961, -11.094145], [-31.230213, 15.870265, -10.640212], [-31.922604, 17.142343, -10.919882], [-33.280435, 17.135294, -10.756792], [-28.906900, 16.569025, -10.204450], [-28.176192, 14.368842, -11.295478], [-29.679915, 13.808362, -12.034794], [-29.493183, 13.825566, -10.256369], [-29.634629, 16.194475, -12.089023], [-31.403560, 15.607830, -9.596576], [-31.749017, 15.105552, -11.218272], [-33.800276, 16.537250, -11.505255], [-33.565809, 18.186519, -10.717087], [-33.573321, 16.761303, -9.775754], [-28.155335, 16.912931, -10.784949], [-29.297031, 17.434997, -9.860947], [-27.997313, 8.678637, -19.753696], [-28.473941, 9.120568, -18.344030], [-29.109135, 10.513871, -18.322347], [-28.467782, 11.581259, -19.054252], [-27.181724, 11.932260, -18.630887], [-29.377770, 8.069651, -17.909240], [-27.762085, 7.615473, -19.704133], [-27.111605, 9.187861, -20.133584], [-28.874312, 8.737827, -20.398275], [-27.588227, 9.229254, -17.718094], [-29.241501, 10.865872, -17.299276], [-30.114292, 10.482736, -18.742806], [-26.518429, 11.076208, -18.507104], [-27.364300, 12.296347, -17.619841], [-26.733842, 12.714605, -19.243607], [-29.872622, 8.530563, -17.159046], [-30.115188, 8.000843, -18.595955], [-35.887696, 18.173249, -20.489625], [-34.447443, 17.662915, -20.115704], [-34.280166, 17.060996, -18.695629], [-32.943755, 16.618129, -18.451601], [-32.909192, 16.163646, -17.079177], [-34.046107, 16.798471, -21.143838], [-36.175112, 18.977840, -19.812776], [-36.654981, 17.433354, -20.261770], [-35.880141, 18.549742, -21.512517], [-33.784004, 18.526956, -20.152695], [-34.894866, 16.180496, -18.508654], [-34.670204, 17.785676, -17.980933], [-32.885650, 17.065787, -16.467871], [-31.938484, 15.676483, -16.986989], [-33.636946, 15.414938, -16.766242], [-34.709276, 16.041937, -21.054556], [-33.174642, 16.501388, -20.728640], [-42.165626, 17.403033, -26.558656], [-40.856423, 18.171019, -26.517924], [-40.484147, 18.844885, -27.792794], [-39.139240, 19.405888, -27.637533], [-38.648409, 19.663408, -28.963845], [-41.053541, 19.115694, -25.384969], [-42.876686, 18.058853, -27.061036], [-42.556232, 17.001624, -25.623570], [-41.905469, 16.542875, -27.175546], [-40.075066, 17.450458, -26.276331], [-41.206806, 19.600695, -28.100375], [-40.521112, 18.102929, -28.590437], [-38.543671, 18.792222, -29.610500], [-37.704427, 20.206885, -29.004256], [-39.378173, 20.320589, -29.436779], [-41.981397, 19.485734, -25.534151], [-40.429465, 19.881719, -25.594323], [-29.309484, 20.341629, -15.062545], [-28.487384, 20.244023, -16.370433], [-27.652082, 18.986974, -16.423413], [-26.561206, 19.118097, -17.304191], [-25.467011, 18.304743, -16.951485], [-29.444437, 20.137058, -17.455414], [-30.352383, 20.041859, -15.165457], [-29.298136, 21.402026, -14.810486], [-28.888559, 19.804817, -14.212388], [-27.879560, 21.113799, -16.619698], [-28.222274, 18.059259, -16.471608], [-27.185231, 18.810632, -15.454362], [-25.794291, 17.304610, -16.667372], [-24.914805, 18.808633, -16.158228], [-24.860029, 18.133555, -17.840519], [-29.810928, 19.201570, -17.352276], [-28.898185, 20.109582, -18.304503], [-40.058307, 16.668590, -12.642216], [-40.548848, 18.159432, -12.247687], [-40.051312, 19.191393, -13.258945], [-38.658362, 19.243303, -13.445992], [-38.061221, 20.091518, -14.418371], [-41.984663, 18.141422, -12.090269], [-39.001440, 16.588225, -12.896517], [-40.667532, 16.351840, -13.488751], [-40.127455, 15.945031, -11.829943], [-40.318347, 18.444395, -11.221150], [-40.458489, 20.157681, -12.961266], [-40.514266, 19.107419, -14.242168], [-38.350033, 21.111801, -14.165951], [-38.558313, 19.780655, -15.337258], [-36.990097, 19.899502, -14.355673], [-42.381858, 17.719860, -12.917688], [-42.251186, 19.114637, -12.134032], [-38.094472, 12.184375, -17.528306], [-37.827266, 12.317063, -19.033041], [-36.360717, 11.753600, -19.426640], [-36.100104, 12.087211, -20.787363], [-34.829898, 11.589367, -21.361799], [-38.812969, 11.457464, -19.729809], [-38.135210, 11.133595, -17.241411], [-39.017269, 12.756079, -17.429844], [-37.409128, 12.627694, -16.805903], [-37.870233, 13.358010, -19.353491], [-36.404281, 10.690083, -19.191878], [-35.653232, 12.110302, -18.678091], [-34.082034, 12.080009, -20.738846], [-34.461796, 12.053819, -22.276616], [-34.750053, 10.508299, -21.247667], [-38.359548, 10.577615, -19.930736], [-38.984419, 11.824657, -20.654934], [-38.034337, 12.504904, -26.137308], [-38.638800, 11.676312, -27.288545], [-38.100001, 10.408806, -27.397570], [-38.637871, 12.122078, -24.857320], [-38.270280, 13.553205, -26.320320], [-36.947896, 12.430557, -26.090443], [-38.402952, 12.184965, -28.223295], [-39.712876, 11.564168, -27.140646], [-38.308856, 10.134113, -28.293406], [-37.973221, 12.161677, -24.165754], [-28.148889, 16.878063, -22.085851], [-28.234979, 18.019021, -23.045445], [-29.506649, 18.602868, -23.015855], [-28.979546, 15.735680, -22.334558], [-28.302457, 17.064674, -21.022976], [-27.090611, 16.617488, -22.101293], [-28.132711, 17.626071, -24.056991], [-27.468020, 18.792289, -23.089393], [-30.102762, 17.850551, -23.032643], [-28.824893, 15.084404, -21.646440], [-42.655844, 24.469436, -18.082164], [-41.908830, 23.215266, -18.577379], [-42.766326, 22.129351, -18.057031], [-43.587990, 24.950668, -19.082735], [-41.979768, 25.324407, -18.088375], [-43.181711, 24.345766, -17.135454], [-40.876747, 23.137952, -18.235460], [-41.808897, 23.236290, -19.662585], [-43.673539, 22.342130, -18.287864], [-44.301909, 24.308906, -19.089114], [-42.958506, 16.180809, -19.944148], [-43.397508, 16.007199, -18.822908], [-42.986511, 15.391505, -20.975509], [-42.227118, 17.143893, -20.283991], [-42.387581, 15.796102, -21.680967], [-43.364382, 14.460519, -21.078420], [-42.260281, 17.512784, -21.223630], [-42.104761, 17.855761, -19.578040], [-37.403980, 23.903633, -23.742165], [-36.312172, 23.420218, -23.853190], [-38.380564, 23.872600, -24.578823], [-37.770537, 24.592695, -22.691310], [-39.103545, 24.536908, -24.341987], [-38.284745, 23.503243, -25.513966], [-37.146536, 24.678239, -21.901749], [-38.686301, 25.011732, -22.768031], [-34.008780, 24.191840, -18.429385], [-34.942191, 24.878447, -18.681393], [-33.403317, 23.387986, -19.241528], [-33.487623, 24.087712, -17.235633], [-33.738643, 23.280185, -20.188126], [-32.620497, 22.820139, -18.950260], [-33.900848, 24.691388, -16.539267], [-32.682161, 23.481538, -17.173378], [-32.917655, 16.162918, -27.577587], [-32.957878, 16.045210, -28.763640], [-31.833723, 15.886196, -26.908825], [-33.814912, 16.662947, -26.796736], [-30.939960, 15.601486, -27.283309], [-32.001178, 16.025134, -25.922544], [-33.634299, 16.827487, -25.816736], [-34.648090, 17.097227, -27.167299]],
  "forces_ev_per_angstrom": [[0.19, -0.35, 0.53], [-1.60, 2.13, 0.36], [-0.90, 0.08, -1.24], [3.36, -0.94, -0.13], [-0.78, 0.10, 0.95], [1.07, -0.08, 0.09], [0.03, -0.12, 0.01], [-0.13, 0.06, 0.05], [0.08, -0.22, -0.01], [-0.59, 0.03, -0.37], [0.43, 0.12, 0.29], [-0.27, -0.21, -0.13], [-0.19, 0.16, -0.28], [-0.37, -0.08, -0.57], [-0.05, -0.37, 0.29], [0.56, -0.13, 0.18], [-0.85, -0.18, -0.04], [-0.35, -0.08, 0.73], [1.43, 0.35, -1.88], [-0.16, 1.01, -0.63], [-0.58, -1.08, -1.17], [-0.47, -0.27, 1.58], [-0.17, 0.97, 1.01], [0.14, -0.01, 0.16], [-0.37, 0.27, -0.12], [0.24, 0.34, -0.48], [-0.03, -0.72, 0.42], [0.12, -0.12, 0.48], [-0.05, -0.13, -0.23], [0.23, -0.07, -0.44], [0.72, 0.54, 0.40], [-0.27, -0.22, -0.15], [-0.36, -0.52, 0.88], [-0.07, -0.24, -0.54], [0.88, 0.17, 1.79], [-1.64, 1.98, 0.98], [-0.77, 0.01, -0.68], [-1.13, 0.02, 0.81], [1.85, 0.46, -0.88], [0.83, -1.00, -0.39], [0.12, 0.38, -0.10], [0.06, -0.42, -0.62], [-0.16, -0.31, 0.11], [0.07, 0.27, 0.14], [-0.55, -0.23, -0.52], [0.53, 0.40, 0.40], [-0.39, -0.23, 0.45], [0.09, 0.03, 0.15], [-0.54, 0.30, -0.37], [0.16, -0.79, -0.48], [0.61, -1.07, -0.81], [0.74, -0.53, -1.60], [-0.87, -0.10, 2.44], [0.92, -0.09, -0.13], [-0.79, -0.77, -1.31], [-0.50, 0.84, 0.01], [0.87, -0.06, -0.78], [-0.50, -0.36, 0.02], [0.32, 0.50, 0.14], [-0.80, -0.23, -0.35], [0.31, 0.22, 0.18], [-0.02, 0.47, 0.20], [0.42, -0.19, -0.24], [-0.08, -0.43, 0.35], [0.05, -0.15, 0.72], [-0.07, 0.12, -0.35], [-0.28, 0.27, 0.21], [0.27, 0.45, 0.51], [0.72, 0.86, 0.01], [-0.94, -1.25, -0.14], [2.01, 0.22, 2.33], [-0.68, -0.16, -1.12], [-0.24, -0.14, -0.46], [-0.53, 0.45, -0.68], [0.13, -0.10, -0.32], [-0.31, -0.01, 0.31], [0.18, -0.05, -0.10], [0.21, -0.01, 0.66], [-0.48, -0.13, -1.03], [0.13, 0.38, 0.71], [-0.06, -0.07, 0.42], [0.27, -0.31, 0.12], [0.18, 0.42, 0.06], [-0.56, -0.13, -0.33], [-0.10, 0.03, -0.48], [-0.05, 1.47, 0.79], [1.36, -2.22, 0.11], [-0.04, 1.03, -0.92], [0.75, -1.10, 1.72], [-1.99, -0.71, 0.84], [-0.45, 0.10, -0.97], [-0.03, 0.60, -0.36], [0.05, -0.14, -0.03], [-0.67, 0.20, 0.15], [1.41, -0.06, -0.16], [0.19, 0.56, 0.53], [-0.37, -0.83, -0.37], [0.42, 0.37, -0.30], [0.63, 0.42, -0.73], [-0.20, 0.20, -0.31], [-0.41, -0.13, -0.23], [-0.61, 0.25, 0.23], [0.03, 0.54, -0.33], [2.30, -1.78, -0.48], [-1.53, 0.94, 0.61], [0.67, -0.53, -0.85], [-0.10, 1.33, 2.64], [0.00, 0.82, -0.12], [-0.62, 0.02, -0.10], [-0.38, -0.70, 0.57], [0.50, 0.34, -0.48], [-0.23, -0.08, -0.09], [0.01, -0.53, -0.59], [0.60, 0.67, -0.38], [0.46, -0.56, 0.71], [-1.47, -0.44, -0.74], [-0.03, 0.06, -0.51], [-0.04, -0.31, 0.21], [-0.16, 0.25, -0.12], [-0.86, -0.53, 0.60], [0.18, 1.21, 0.65], [0.79, -1.37, 0.07], [0.34, 0.11, -1.10], [-0.11, 0.11, -0.06], [0.02, -0.30, -0.14], [-0.34, 0.61, -0.02], [-0.25, 0.57, 0.03], [0.16, -0.42, 0.08], [0.10, 0.02, -0.07], [1.93, -0.88, 1.78], [-1.18, -0.59, -1.50], [-0.66, 0.75, 0.30], [-0.16, 0.67, -1.30], [-0.23, 1.17, -0.02], [0.32, -0.58, -0.24], [0.28, -0.69, -0.26], [0.05, -0.07, 1.21], [-0.43, 0.10, 0.00], [0.05, 0.12, 0.04], [1.08, 1.48, -1.89], [-2.04, 0.08, 1.25], [1.65, -0.12, -0.79], [-0.15, -0.79, 0.44], [0.26, -0.09, 0.74], [0.43, -0.20, 0.10], [-0.34, -0.34, 0.72], [-0.50, -0.13, -0.15], [0.00, -0.05, -0.13], [-0.38, 0.15, -0.30], [-2.64, -3.68, 3.62], [-0.62, -0.34, 0.59], [-0.85, -3.28, -3.80], [4.37, 8.25, -0.39], [-0.37, -1.48, -0.51], [0.00, 0.45, 0.36], [0.15, 0.03, 0.25], [-0.01, 0.06, -0.13], [2.68, -0.29, 1.11], [1.88, -1.31, -0.59], [-3.65, -0.39, -3.85], [-0.77, 1.88, 3.12], [-0.25, -0.56, -1.14], [-0.01, 0.23, 0.30], [-0.39, 0.22, -0.15], [0.55, 0.22, 1.26], [-0.37, -0.01, 0.70], [-2.78, 2.15, -1.10], [1.82, -2.80, -4.16], [1.04, 0.27, 3.22], [0.14, 0.08, 0.23], [-0.30, 0.11, -0.34], [0.68, -0.41, 0.25], [-0.24, 0.58, 1.15], [1.87, -0.12, -2.23], [-1.10, -0.26, -3.05], [2.92, -1.01, 3.18], [-4.60, 2.01, 2.58], [-0.60, 0.04, 0.00], [1.45, -0.44, -0.03], [-0.22, 0.07, -0.36], [0.26, -0.29, -0.05]]
}